(1)
This record from the Open Molecules 2025 dataset describes a cluster of 2 separate species, C3H2NO2P in total. The level of theory is the ωB97M-V functional and the def2-TZVPD basis.

Results
* HOMO-LUMO gap: 8.04 eV
* multiplicity: 1
* relative energy (zero: lowest compared OMol25 entry of this formula, charge and spin): 217.2 kJ/mol
* net charge: 0
* electronic energy: -662.00455 Ha

Last column: natural (NBO) charge in e.
Positions of all 9 atoms, in Å:
1 P 0.74132 2.69850 -2.12286  1.4967
2 O 1.55146 1.71964 -1.27118  -0.9402
3 O 1.58783 2.92840 -3.32620  -1.0091
4 N 1.41163 2.84918 1.90622  -0.1528
5 C 1.33878 1.89167 1.24067  0.1505
6 C 1.01829 0.86440 0.39588  0.2570
7 C 0.64066 -0.41867 0.17049  -0.3564
8 H 0.08396 -0.99978 1.00328  0.2704
9 H 0.69423 -0.83474 -0.88138  0.2838


(2)
This record from the Open Molecules 2025 dataset describes a cluster of 2 separate species, C4H11NO2 in total. The level of theory is the ωB97M-V functional and the def2-TZVPD basis.

Results
* HOMO-LUMO gap: 10.21 eV
* multiplicity: 1
* relative energy (zero: lowest compared OMol25 entry of this formula, charge and spin): 108.0 kJ/mol
* net charge: 0
* structure (SMILES): CC(N)=O.CCO
* electronic energy: -364.22705 Ha

Last column: natural (NBO) charge in e.
Positions of all 18 atoms, in Å:
1 O 1.90908 -0.86653 -2.49645  -0.6156
2 O -0.04994 0.54670 1.49133  -0.7523
3 N 1.77095 0.50570 -0.73900  -0.8540
4 C -2.01641 0.82085 0.06263  -0.6706
5 C 1.25111 -1.86638 -0.41182  -0.7356
6 C -1.36875 1.23425 1.36958  -0.0700
7 C 1.63055 -0.73184 -1.31976  0.6694
8 H -0.94068 2.21026 1.45423  0.2013
9 H -1.92794 0.85016 2.21935  0.1799
10 H 0.19313 -2.01403 -0.59740  0.2287
11 H -2.26965 1.69719 -0.54532  0.2248
12 H -3.03951 0.47332 0.25639  0.2151
13 H 1.56565 -1.79389 0.62320  0.2273
14 H 1.12780 0.81556 -0.00888  0.4180
15 H -0.16662 -0.39927 1.34824  0.4635
16 H 1.72009 -2.76637 -0.80816  0.2504
17 H -1.56914 0.06753 -0.57878  0.2287
18 H 2.18030 1.21677 -1.31939  0.3910


(3)
This record from the Open Molecules 2025 dataset describes a cluster of 2 separate species, C3H9NO3 in total. The level of theory is the ωB97M-V functional and the def2-TZVPD basis.

Results
* HOMO-LUMO gap: 10.38 eV
* multiplicity: 1
* relative energy (zero: lowest compared OMol25 entry of this formula, charge and spin): 233.3 kJ/mol
* net charge: 0
* structure (SMILES): NC(=O)CCO.O
* electronic energy: -400.13261 Ha

Last column: natural (NBO) charge in e.
Positions of all 16 atoms, in Å:
1 O 2.41759 0.01270 0.85624  -0.6105
2 O -1.03295 0.34891 -3.11277  -0.9144
3 O -0.69645 0.91212 2.37438  -0.6951
4 N 1.13617 -1.47428 -0.08059  -0.8224
5 C -0.94290 0.34001 1.18407  -0.0601
6 C 0.20230 0.75901 0.24978  -0.5568
7 C 1.33933 -0.21798 0.36004  0.6436
8 H -1.11615 -0.68413 1.23736  0.1558
9 H 0.26289 -1.86899 -0.30349  0.3772
10 H 0.32321 0.82371 2.48608  0.4658
11 H -1.91690 0.86516 0.98625  0.1790
12 H 1.83385 -2.21175 0.10581  0.4042
13 H -1.63044 0.08238 -2.48616  0.4540
14 H 0.78737 1.92323 0.36692  0.2543
15 H -0.21474 0.90329 -0.79504  0.2609
16 H -0.75216 -0.51337 -3.42888  0.4646


(4)
This record from the Open Molecules 2025 dataset describes a structure of composition H18O9Xe. The level of theory is the ωB97M-V functional and the def2-TZVPD basis.

Results
* HOMO-LUMO gap: 9.89 eV
* multiplicity: 1
* relative energy (zero: lowest compared OMol25 entry of this formula, charge and spin): 63.8 kJ/mol
* net charge: 0
* electronic energy: -1017.30204 Ha

Last column: natural (NBO) charge in e.
Positions of all 28 atoms, in Å:
1 Xe -2.81772 -2.38315 -11.22909  0.0008
2 O 0.31101 -2.24267 -9.77593  -0.9553
3 O -5.25251 -0.07516 -12.06462  -0.9429
4 O 0.46296 -3.02637 -12.85243  -0.9827
5 O -4.13679 1.14052 -8.81459  -0.9580
6 O -1.41514 -1.66119 -14.56327  -0.9491
7 O -4.98330 -1.59431 -8.10974  -0.9481
8 O -0.29101 -5.48659 -11.70546  -0.9669
9 O -6.56914 -2.74282 -11.74224  -0.9479
10 O -1.38099 0.35129 -8.61719  -0.9650
11 H 1.28315 -2.87993 -13.32367  0.4835
12 H 0.35263 -2.74724 -10.58828  0.4849
13 H -1.14898 -0.78591 -14.28170  0.4813
14 H -2.37195 -1.63569 -14.55391  0.4822
15 H -0.14985 -4.65254 -12.15340  0.4890
16 H -4.54014 -2.01487 -7.37287  0.4802
17 H -0.00471 -6.14850 -12.33487  0.4626
18 H -6.60965 -2.96410 -12.67263  0.4761
19 H -2.28900 0.55702 -8.83946  0.4854
20 H -6.18153 -3.51420 -11.32875  0.4782
21 H -1.28687 -0.57766 -8.82799  0.4660
22 H -5.84277 -0.81071 -11.90095  0.4846
23 H -4.84752 -0.27560 -12.90844  0.4523
24 H -4.64384 1.43779 -8.05910  0.4733
25 H 0.44175 -2.89085 -9.08384  0.4687
26 H -0.18711 -2.51940 -13.33887  0.5019
27 H -5.24829 -2.31924 -8.67586  0.4726
28 H -4.44991 0.25101 -8.97879  0.4924


Number 1: HOMO -9.95 eV. Number 2: HOMO -9.48 eV. Number 3: HOMO -10.04 eV. Number 4: HOMO -10.07 eV.